Entry 1:
Below is a cluster of 2 separate species, C9H14O in total, with properties calculated with ωB97M-V with the def2-TZVPD basis set.

The geometry in XYZ format:
```
24
Properties=species:S:1:pos:R:3
C -0.495 1.963 0.626
C 0.106 0.731 1.307
C 1.434 0.481 1.137
C 1.979 -0.659 1.675
C 1.126 -1.710 2.104
O 1.698 -2.855 2.545
C -0.249 -1.591 2.121
C -0.729 -0.263 1.778
H -1.445 1.733 0.224
H 0.227 2.438 0.009
H -0.602 2.680 1.512
H 1.974 1.197 0.618
H 3.050 -0.741 1.828
H 2.523 -3.106 2.330
H -0.852 -2.433 2.455
H -1.814 0.029 1.927
C -0.961 0.502 -3.798
C -0.965 0.060 -2.346
H -1.455 1.468 -3.921
H -0.093 0.423 -4.360
H -1.547 -0.338 -4.191
H -0.989 -1.050 -2.082
H -1.760 0.602 -1.747
H -0.160 0.439 -1.752
```

Summary:
Electronic energy: -426.5106 Ha
Energy relative to the best compared isomer or geometry (same formula, charge and spin): 163.40 kJ/mol
Maximum force: 5.67 eV/A
SMILES string: Cc1ccc(O)cc1.CC
Frontier orbital gap: 9.275 eV
E_HOMO: -8.38 eV

---

Entry 2:
Below is a cluster of 2 separate species, C9H14O in total, with properties calculated with ωB97M-V with the def2-TZVPD basis set.

The geometry in XYZ format:
```
24
Properties=species:S:1:pos:R:3
C 0.264 -1.326 2.337
C 0.237 -1.929 -1.646
C -0.678 -1.191 1.431
C 0.648 -1.056 -0.798
C -0.925 2.060 -0.467
C -0.243 1.241 0.675
C -1.983 1.110 -1.158
C -0.828 -0.188 0.437
C 1.932 -0.490 -0.336
O -1.978 -0.098 -0.276
H 0.139 -2.114 3.101
H 0.882 -0.483 2.626
H 0.894 -2.462 -2.264
H -0.697 -2.418 -1.657
H -1.369 -1.989 1.375
H -1.391 3.013 -0.196
H -0.178 2.352 -1.307
H 0.915 1.460 0.786
H -0.701 1.445 1.678
H -2.893 1.554 -1.107
H -1.534 0.834 -2.151
H 2.152 -0.372 0.719
H 2.824 -0.932 -0.765
H 1.838 0.445 -0.735
```

Summary:
Electronic energy: -426.3936 Ha
Energy relative to the best compared isomer or geometry (same formula, charge and spin): 470.47 kJ/mol
Maximum force: 5.71 eV/A
Frontier orbital gap: 8.479 eV
E_HOMO: -7.56 eV

---

Entry 3:
Below is a cluster of 2 separate species, C9H14O in total, with properties calculated with ωB97M-V with the def2-TZVPD basis set.

The geometry in XYZ format:
```
24
Properties=species:S:1:pos:R:3
C -3.775 0.328 0.914
C -3.489 0.878 -0.545
H -4.594 1.036 1.229
H -4.376 -0.580 0.947
H -2.743 0.335 1.532
H -3.983 0.386 -1.244
H -3.590 1.755 -0.695
H -2.297 0.738 -0.905
C 1.833 1.321 2.294
C 0.851 -0.744 1.212
C 1.592 0.421 1.053
C 0.357 -1.343 0.031
C 1.825 0.881 -0.180
C 0.794 -0.906 -1.267
C 1.610 0.190 -1.359
O 0.126 -1.438 -2.275
H 0.537 -1.171 2.078
H -0.414 -2.080 -0.041
H 1.715 0.536 3.093
H 0.880 1.912 2.436
H 2.499 1.853 -0.371
H 2.152 0.492 -2.238
H 0.903 -1.606 -2.873
H 2.720 1.738 2.332
```

Summary:
Electronic energy: -426.1234 Ha
Energy relative to the best compared isomer or geometry (same formula, charge and spin): 401.33 kJ/mol
Maximum force: 13.03 eV/A
Frontier orbital gap (spin up / spin down): 10.046 / 6.014 eV
Spin multiplicity: 2
Net charge: +1
E_HOMO (spin up / spin down): -14.02 / -14.02 eV

---

Entry 4:
Below is an isolated molecule of C9H14O2S, with properties calculated with ωB97M-V with the def2-TZVPD basis set.

The geometry in XYZ format:
```
26
Properties=species:S:1:pos:R:3
C 1.511 1.983 -0.793
C 0.757 0.920 -0.093
C -0.403 1.125 0.553
C -1.106 2.451 0.865
C -0.949 -0.269 0.829
S -2.464 -0.420 -0.158
O -3.362 0.634 0.077
O -2.117 -0.667 -1.514
C 0.067 -1.232 0.387
C -0.006 -2.703 0.485
C 1.093 -0.542 -0.218
C 2.296 -1.157 -0.712
H 1.320 1.979 -1.947
H 2.589 2.006 -0.641
H 1.207 3.046 -0.528
H -1.657 2.711 -0.027
H -0.366 3.190 1.021
H -1.844 2.345 1.710
H -1.076 -0.442 1.864
H -3.236 -1.648 0.368
H -0.727 -3.143 1.253
H 0.930 -3.125 0.457
H -0.424 -3.220 -0.420
H 3.213 -0.814 -0.146
H 2.509 -0.752 -1.824
H 2.246 -2.256 -0.849
```

Summary:
Electronic energy: -899.9002 Ha
Energy relative to the best compared isomer or geometry (same formula, charge and spin): 22.52 kJ/mol
Maximum force: 4.34 eV/A
SMILES string: CC1=C(C)C([SH](=O)=O)C(C)=C1C
Frontier orbital gap: 8.499 eV
E_HOMO: -8.18 eV

---

Entry 5:
Below is a cluster of 2 separate species, C9H14OS in total, with properties calculated with ωB97M-V with the def2-TZVPD basis set.

The geometry in XYZ format:
```
25
Properties=species:S:1:pos:R:3
C -0.618 2.524 1.345
C 0.043 1.431 -0.761
C 0.357 1.645 0.610
C 1.033 0.745 -1.560
C 2.247 0.352 -1.012
C 1.582 1.165 1.200
C 2.511 0.548 0.322
O 3.113 -0.141 -1.883
H -0.992 1.632 -1.167
H 0.844 0.562 -2.717
H -0.103 2.798 2.356
H -1.636 2.063 1.527
H 1.968 1.425 2.181
H 2.561 -0.580 -2.682
H 3.322 -0.035 0.749
H -0.987 3.438 0.740
C -1.047 -1.251 1.423
C -3.311 -2.797 0.295
S -2.084 -1.473 -0.183
H -0.225 -1.922 1.435
H -0.655 -0.235 1.230
H -1.683 -1.423 2.261
H -3.758 -2.645 1.245
H -2.983 -3.890 0.121
H -4.022 -2.652 -0.461
```

Summary:
Electronic energy: -824.6547 Ha
Energy relative to the best compared isomer or geometry (same formula, charge and spin): 151.37 kJ/mol
Maximum force: 4.50 eV/A
Frontier orbital gap (spin up / spin down): 2.577 / 6.594 eV
Spin multiplicity: 2
Net charge: -1
E_HOMO (spin up / spin down): 0.58 / -3.51 eV

---

Entry 6:
Below is a structure of composition C9H14P, with properties calculated with ωB97M-V with the def2-TZVPD basis set.

The geometry in XYZ format:
```
24
Properties=species:S:1:pos:R:3
C 2.488 -0.005 -0.459
C 1.703 0.914 -0.911
C 1.858 -1.321 0.166
C -2.078 -0.394 -0.770
C -1.108 0.532 -1.330
C -0.295 1.565 1.024
C -1.417 -1.584 -0.015
C 0.105 0.392 1.981
C -0.001 0.732 -0.279
P 0.207 -0.775 0.587
H 3.631 -0.060 -0.757
H 1.767 1.906 -1.463
H 1.938 -2.080 -0.559
H 2.407 -1.804 0.950
H -2.928 -0.013 -0.177
H -2.625 -0.778 -1.662
H -0.625 -0.013 -2.192
H -1.374 1.539 -1.627
H -1.355 2.014 0.956
H 0.388 2.544 1.119
H -2.023 -1.714 0.926
H -1.231 -2.512 -0.640
H 1.102 0.594 2.283
H -0.532 0.321 2.850
```

Summary:
Electronic energy: -692.3321 Ha
Energy relative to the best compared isomer or geometry (same formula, charge and spin): 64.86 kJ/mol
Maximum force: 6.15 eV/A
Frontier orbital gap: 10.816 eV
Net charge: +1
E_HOMO: -14.11 eV

---

Entry 7:
Below is a cluster of 2 separate species, C9H14S in total, with properties calculated with ωB97M-V with the def2-TZVPD basis set.

The geometry in XYZ format:
```
24
Properties=species:S:1:pos:R:3
C 0.441 -2.968 1.191
C -0.061 -2.010 0.099
C 0.483 -1.888 -1.199
C 0.063 -0.899 -2.037
C -1.119 -0.213 -1.734
C -1.706 -0.332 -0.482
C -1.242 -1.360 0.408
H -0.350 -3.238 1.903
H 1.349 -2.596 1.727
H 0.730 -3.872 0.624
H 1.396 -2.521 -1.473
H 0.576 -0.848 -2.996
H -1.439 0.440 -2.508
H -2.183 0.587 -0.202
H -1.883 -1.594 1.275
C 1.320 2.130 0.602
C -0.151 2.496 0.385
S -0.547 4.225 0.476
H 1.292 1.137 1.070
H 1.814 2.542 1.495
H 1.923 2.218 -0.280
H -0.386 2.260 -0.656
H -0.744 1.774 0.938
H 0.423 4.532 1.373
```

Summary:
Electronic energy: -749.4585 Ha
Energy relative to the best compared isomer or geometry (same formula, charge and spin): 142.89 kJ/mol
Maximum force: 3.01 eV/A
SMILES string: Cc1ccccc1.CCS
Frontier orbital gap: 9.738 eV
E_HOMO: -8.87 eV

---

Entry 8:
Below is a structure of composition C9H15AsCuF6N2O4P, with properties calculated with ωB97M-V with the def2-TZVPD basis set.

The geometry in XYZ format:
```
39
Properties=species:S:1:pos:R:3
Cu -0.528 0.258 1.277
N 6.172 0.022 -0.460
C 5.095 -0.359 -1.183
O 5.143 -0.814 -2.303
C 3.750 -0.214 -0.502
C 3.560 -0.356 0.867
C 2.281 -0.254 1.374
N 1.233 -0.012 0.579
C 1.402 0.130 -0.744
C 2.650 0.019 -1.315
H 7.071 -0.016 -0.912
H 6.082 0.578 0.371
H 4.381 -0.570 1.536
H 2.086 -0.364 2.432
H 0.518 0.357 -1.321
H 2.784 0.114 -2.383
C -3.974 -1.679 1.398
P -2.840 -1.527 0.022
C -3.486 -0.275 -1.073
C -2.810 -3.092 -0.833
O -1.411 -1.225 0.496
H -4.963 -1.952 1.028
H -4.060 -0.731 1.931
H -3.629 -2.450 2.087
H -4.467 -0.583 -1.438
H -2.813 -0.136 -1.919
H -3.578 0.678 -0.554
H -3.816 -3.383 -1.135
H -2.398 -3.853 -0.170
H -2.179 -3.017 -1.718
F -1.267 1.493 -0.235
As -0.756 3.268 -0.226
F 0.631 2.661 0.681
F -1.605 3.339 1.292
F -0.223 4.872 -0.133
F -2.196 3.616 -1.074
F 0.091 2.922 -1.679
O -0.397 1.466 2.973
O -1.535 1.070 2.967
```

Summary:
Electronic energy: -5579.0083 Ha
Maximum force: 1.60 eV/A
Frontier orbital gap (spin up / spin down): 5.019 / 5.392 eV
Spin multiplicity: 2
Net charge: +1
E_HOMO (spin up / spin down): -13.15 / -13.15 eV

---

Entry 9:
Below is a cluster of 2 separate species, C9H15BNO in total, with properties calculated with ωB97M-V with the def2-TZVPD basis set.

The geometry in XYZ format:
```
27
Properties=species:S:1:pos:R:3
B 1.714 0.649 1.600
C 0.703 0.673 -2.844
C 0.792 -0.670 -2.381
C -0.119 1.479 -2.173
C 0.318 -1.009 -1.179
C 1.618 -1.244 3.029
C 2.752 -1.760 2.630
C -0.962 1.112 -0.955
C -0.235 -0.030 -0.144
C -2.428 0.638 -1.262
N -3.009 0.495 0.098
O 0.806 0.446 0.803
H 2.308 1.308 2.274
H 1.221 0.873 -3.681
H 1.074 -1.495 -3.164
H -0.243 2.496 -2.667
H 0.345 -2.036 -0.897
H 1.418 -0.554 3.805
H 0.824 -1.557 2.506
H 3.553 -1.411 3.189
H -0.915 1.890 -0.300
H -1.013 -0.396 0.428
H -2.406 -0.267 -1.849
H -2.710 1.429 -1.936
H -3.045 1.376 0.614
H 2.822 -2.351 1.628
H -3.953 0.200 0.144
```

Summary:
Electronic energy: -506.2780 Ha
Maximum force: 7.64 eV/A
Frontier orbital gap (spin up / spin down): 5.486 / 7.147 eV
Spin multiplicity: 3
Net charge: +1
E_HOMO (spin up / spin down): -9.20 / -12.95 eV

---

Entry 10:
Below is a structure of composition C9H15Cl2GaIrO3P, with properties calculated with ωB97M-V with the def2-TZVPD basis set.

The geometry in XYZ format:
```
32
Properties=species:S:1:pos:R:3
Ga -0.572 -0.768 -7.400
Ir -0.488 -1.603 -0.079
Cl -0.397 -0.545 -5.269
Cl 0.529 -2.084 -2.056
C -1.684 -2.539 0.985
C -0.908 -0.428 -9.194
C 0.082 -2.579 -7.736
O -2.387 -3.269 1.583
O -1.010 -0.480 -10.354
O 0.480 -3.661 -7.818
C -2.413 1.478 2.306
C -1.125 1.457 1.495
P -0.121 -0.080 1.388
C 1.410 0.524 0.509
C 2.354 1.458 1.259
C 0.361 -0.619 3.081
C 1.006 0.362 4.050
H -3.228 1.047 1.716
H -2.699 2.517 2.522
H -2.321 0.905 3.234
H -1.369 1.682 0.453
H -0.400 2.216 1.812
H 1.925 -0.414 0.234
H 1.040 1.018 -0.406
H 2.791 1.011 2.155
H 3.208 1.672 0.601
H 1.861 2.399 1.537
H -0.559 -1.024 3.522
H 1.071 -1.440 2.912
H 0.414 1.274 4.193
H 1.141 -0.145 5.015
H 2.013 0.655 3.748
```

Summary:
Electronic energy: -3866.5793 Ha
Energy relative to the best compared isomer or geometry (same formula, charge and spin): 95.03 kJ/mol
Maximum force: 11.36 eV/A
Frontier orbital gap (spin up / spin down): 3.063 / 5.098 eV
Spin multiplicity: 5
Net charge: +4
E_HOMO (spin up / spin down): -19.80 / -21.95 eV

---

Entry 11:
Below is a structure of composition C9H15Cl2O6PRhTb, with properties calculated with ωB97M-V with the def2-TZVPD basis set.

The geometry in XYZ format:
```
35
Properties=species:S:1:pos:R:3
Tb -0.200 -0.538 -7.392
Rh -0.344 -1.643 -0.280
Cl -1.035 1.768 -6.983
Cl 1.664 -2.736 -0.485
C -1.001 -2.793 0.940
C -0.797 -0.148 -9.917
C 0.274 -2.684 -8.707
O -1.368 -3.594 1.697
O -1.101 0.128 -10.996
O 0.543 -3.754 -9.130
C -3.372 -0.259 2.411
C -2.636 0.504 1.304
O -1.250 1.012 1.587
P -0.161 -0.041 1.015
O 0.530 -0.519 2.389
C 0.324 -0.019 3.706
C 1.166 1.224 3.837
O 1.108 0.589 0.185
C 2.547 0.558 0.643
C 2.859 2.029 0.786
H -2.816 -1.151 2.762
H -4.335 -0.637 2.001
H -3.614 0.393 3.271
H -2.479 -0.219 0.469
H -3.225 1.357 0.940
H -0.728 0.172 3.968
H 0.708 -0.837 4.327
H 0.779 2.040 3.200
H 1.133 1.535 4.883
H 2.206 0.996 3.560
H 2.560 0.024 1.600
H 3.254 0.048 -0.041
H 2.075 2.537 1.382
H 3.831 2.158 1.280
H 2.901 2.501 -0.210
```

Summary:
Electronic energy: -2998.4023 Ha
Energy relative to the best compared isomer or geometry (same formula, charge and spin): 31.31 kJ/mol
Maximum force: 8.79 eV/A
Frontier orbital gap (spin up / spin down): 6.280 / 4.653 eV
Spin multiplicity: 11
Net charge: +4
E_HOMO (spin up / spin down): -21.31 / -21.32 eV

---

Entry 12:
Below is a cluster of 5 separate species, C9H15Cl9O4 in total, with properties calculated with ωB97M-V with the def2-TZVPD basis set.

The geometry in XYZ format:
```
37
Properties=species:S:1:pos:R:3
C -1.990 -1.525 -0.868
O -2.510 -2.870 -0.992
C -2.475 -3.689 0.099
O -1.978 -3.418 1.173
O -2.847 -4.882 -0.320
C -3.073 -5.911 0.664
H -1.123 -1.465 -0.210
H -2.802 -0.914 -0.473
H -1.752 -1.146 -1.862
H -2.196 -6.062 1.292
H -3.283 -6.844 0.140
H -3.864 -5.623 1.357
Cl 3.120 -0.107 2.264
C 1.745 0.043 1.199
Cl 0.252 0.402 2.185
Cl 1.615 -1.482 0.305
H 1.898 0.904 0.548
Cl -2.233 0.208 4.633
C -1.553 -1.517 4.292
Cl -2.639 -2.783 5.035
Cl 0.136 -1.861 4.918
H -1.615 -1.699 3.219
Cl 5.568 2.313 -2.911
C 3.979 1.508 -2.899
Cl 3.769 0.911 -1.232
Cl 3.841 0.176 -3.967
H 3.174 2.230 -3.036
C -0.443 4.542 -1.329
C 0.996 3.948 -1.242
C 2.191 4.811 -1.633
O 1.138 2.783 -0.908
H -1.161 4.343 -0.533
H -0.950 3.969 -2.106
H -0.405 5.613 -1.533
H 2.416 4.731 -2.697
H 3.002 4.471 -0.989
H 2.052 5.891 -1.583
```

Summary:
Electronic energy: -4794.5723 Ha
Maximum force: 2.36 eV/A
SMILES string: COC(=O)OC.ClC(Cl)Cl.ClC(Cl)Cl.ClC(Cl)Cl.CC(C)=O
Frontier orbital gap: 10.572 eV
E_HOMO: -10.22 eV